Record 1
The following is a DFT calculation (ωB97M-V with the def2-TZVPD basis set) of C27H30B3HgO39 as an isolated structure in a non-equilibrium geometry.

Each line ends with the Löwdin charge.
Positions of all 100 atoms, in Å:
Hg1 0.1978 -0.4093 0.9612  1.30
O1 -1.9233 -2.5250 -8.1360  0.18
C1 -1.5871 -1.9187 -7.2011  -0.42
O2 -0.6223 -2.1620 -6.3356  0.25
B1 -0.6336 -1.2024 -5.2648  -0.90
O3 -1.5714 -0.1486 -5.7402  0.24
C2 -2.1357 -0.5047 -6.8322  -0.34
O4 -3.0374 0.0873 -7.5134  0.08
O5 0.6804 -0.5435 -5.2046  0.25
C3 1.0364 -0.4680 -3.9530  -0.38
O6 2.0717 0.1086 -3.6268  0.11
C4 -0.0623 -1.0911 -3.0524  -0.31
O7 -0.9236 -1.5955 -3.8896  0.25
O8 -0.0733 -1.2460 -1.7957  0.05
O9 0.5303 4.4982 -0.6995  0.15
C5 -0.0135 3.7834 -1.5342  -0.29
O10 -0.5751 4.1095 -2.6924  0.26
B2 -0.9606 2.9548 -3.4616  -0.85
O11 -0.6982 1.7789 -2.6279  0.24
C6 -0.1250 2.1881 -1.5063  -0.26
O12 0.2388 1.4604 -0.5711  0.04
O13 -2.3899 3.0237 -3.9724  0.19
C7 -2.3512 3.1130 -5.3147  -0.37
O14 -3.3020 3.2754 -6.0434  0.13
C8 -0.8668 2.9763 -5.7760  -0.44
O15 -0.1532 2.8726 -4.7176  0.23
O16 -0.4659 3.0853 -6.9004  0.15
O17 -2.6735 7.5222 0.3874  0.10
C9 -1.9365 6.7833 1.0730  -0.36
O18 -2.2774 5.6949 1.6999  0.22
B3 -1.1086 4.9771 2.2569  -0.86
O19 -0.0317 5.9994 2.1591  0.20
C10 -0.4578 7.0545 1.4371  -0.36
O20 0.2574 7.9498 1.0447  0.14
O21 -0.7062 3.7693 1.5628  0.26
C11 -0.8308 2.7185 2.3215  -0.33
O22 -0.6387 1.5531 1.9937  0.03
C12 -1.2592 3.1937 3.7460  -0.29
O23 -1.3911 4.5471 3.6624  0.22
O24 -1.4533 2.5241 4.7657  0.09
C13 3.2101 -4.4867 1.5957  -0.01
O25 3.7626 -3.5188 0.6801  0.00
C14 3.1409 -2.3194 0.5542  -0.44
O26 2.0007 -2.0537 0.9025  0.07
O27 3.9918 -1.3305 0.0027  -0.02
C15 5.2744 -1.5538 -0.5545  -0.05
H1 3.9781 -5.1812 1.9362  0.10
H2 2.3326 -4.9856 1.1846  0.08
H3 2.7833 -4.0237 2.4854  0.09
H4 5.6731 -0.6716 -1.0553  0.10
H5 5.2546 -2.4336 -1.1975  0.09
H6 5.9664 -1.9185 0.2046  0.09
C16 -0.2594 -0.0838 5.8194  0.02
O28 -0.3200 -1.4817 5.3755  0.01
C17 0.1535 -1.8348 4.1848  -0.48
O29 0.3487 -1.0338 3.2385  0.02
O30 0.2941 -3.1744 3.9906  0.01
C18 -0.2789 -4.0858 4.8718  -0.08
H7 0.1450 -0.2343 6.8204  0.09
H8 -1.2184 0.3973 6.0117  0.09
H9 0.3826 0.5800 5.2403  0.09
H10 -0.5624 -5.0588 4.4706  0.09
H11 -1.2143 -3.7866 5.3447  0.10
H12 0.2979 -4.3262 5.7649  0.09
C19 -4.0438 1.8660 0.7719  0.01
O31 -3.9292 1.0778 -0.4434  -0.04
C20 -2.9355 0.0830 -0.5671  -0.46
O32 -1.9991 -0.0664 0.2290  0.01
O33 -3.1005 -0.6503 -1.6627  0.02
C21 -3.9652 -0.2775 -2.7412  -0.01
H13 -4.8463 1.3500 1.2991  0.10
H14 -4.3240 2.8840 0.5014  0.10
H15 -3.0805 1.9534 1.2742  0.07
H16 -3.8617 0.7737 -3.0100  0.10
H17 -5.0268 -0.3811 -2.5167  0.09
H18 -3.7610 -0.8499 -3.6460  0.10
C22 4.8907 2.4628 0.3510  0.00
O34 3.5856 1.8119 0.4169  0.05
C23 3.1787 1.2401 1.5286  -0.54
O35 1.9729 0.9910 1.6902  0.03
O36 4.1569 0.8538 2.3601  0.00
C24 3.7443 0.2690 3.5728  -0.04
H19 5.6513 1.7000 0.5183  0.08
H20 5.0088 3.2579 1.0871  0.10
H21 5.1265 2.8906 -0.6234  0.10
H22 2.8698 0.7643 3.9947  0.09
H23 4.5940 0.4515 4.2308  0.10
H24 3.4293 -0.7728 3.5136  0.09
C25 0.2739 -5.4912 -0.6772  -0.06
O37 0.2026 -4.1573 -0.2647  -0.02
C26 -0.7328 -3.6653 0.6378  -0.42
O38 -0.8148 -2.4456 0.9527  0.00
O39 -1.5582 -4.6411 1.0296  -0.01
C27 -2.8526 -4.3290 1.4773  -0.03
H25 -0.0013 -6.2504 0.0549  0.10
H26 1.2507 -5.6728 -1.1255  0.10
H27 -0.3699 -5.5341 -1.5557  0.11
H28 -3.1699 -4.9717 2.2985  0.10
H29 -3.5060 -4.3975 0.6075  0.11
H30 -2.9701 -3.3137 1.8560  0.10

For the energy above the lowest of the compared OMol25 structures with the same formula, charge and spin, the calculation gives 127.3 kJ/mol. The HOMO energy comes out at -6.4 eV. The spin multiplicity is 1. The net charge is -1.

---

Record 2
The following is a DFT calculation (ωB97M-V with the def2-TZVPD basis set) of C27H30Cl3GeO5PRuS2 as an isolated structure in a non-equilibrium geometry.

Each line ends with the Löwdin charge.
Positions of all 70 atoms, in Å:
Ru1 0.0779 2.0319 0.5900  0.51
C1 -1.6487 -4.4780 2.5408  -0.08
O1 -2.1661 -3.6777 3.5961  -0.08
C2 -2.0077 -2.3319 3.4831  -0.28
C3 -2.6751 -1.5706 4.4683  -0.02
C4 -2.6007 -0.2093 4.3874  -0.04
C5 -1.8873 0.4520 3.3671  -0.12
C6 -1.9318 1.8864 3.2336  -0.40
C7 -2.5453 2.7446 4.3154  -0.01
O2 -1.5111 2.4645 2.2317  -0.14
C8 -1.1564 -0.3111 2.4271  -0.32
O3 -0.3715 0.1806 1.5263  -0.31
C9 -1.2558 -1.7308 2.5006  0.07
H1 -1.9493 -5.5002 2.7542  0.09
H2 -0.5588 -4.4234 2.4956  0.10
H3 -2.0541 -4.1675 1.5780  0.08
H4 -3.2284 -2.0751 5.2482  0.11
H5 -3.1275 0.3811 5.1276  0.11
H6 -3.6246 2.5833 4.3674  0.09
H7 -2.3490 3.7845 4.0702  0.08
H8 -2.1147 2.5060 5.2893  0.08
H9 -0.7076 -2.2892 1.7547  0.10
C10 3.4023 2.5058 -4.1774  -0.08
C11 2.3941 2.0938 -3.1320  -0.32
O4 1.8738 3.3002 -2.5418  -0.35
P1 1.2093 3.4896 -1.0920  0.29
S1 1.5443 0.4302 -0.4111  0.61
S2 -0.7875 3.2804 -1.2908  0.26
O5 1.4701 5.0719 -0.9450  -0.38
C12 2.7063 5.5541 -0.3547  -0.31
C13 3.9498 5.0056 -1.0218  -0.10
H10 3.8319 1.6172 -4.6468  0.08
H11 4.2089 3.0851 -3.7249  0.07
H12 2.9373 3.1181 -4.9523  0.08
H13 2.8376 1.4574 -2.3736  0.04
H14 1.5611 1.5436 -3.5733  0.11
H15 2.7016 5.3141 0.7059  0.03
H16 2.6507 6.6349 -0.4653  0.12
H17 4.0405 3.9270 -0.8676  0.06
H18 4.8310 5.4726 -0.5759  0.08
H19 3.9421 5.2025 -2.0947  0.07
C14 -0.5394 -6.1174 -1.3171  -0.11
C15 0.7858 -5.9011 -0.9645  -0.10
C16 1.2443 -4.6100 -0.7430  -0.05
C17 0.4055 -3.5009 -0.8681  -0.21
C18 -0.9315 -3.7355 -1.2102  -0.04
C19 -1.3928 -5.0259 -1.4347  -0.09
C20 0.9845 -2.1674 -0.5623  -0.11
C21 0.5583 -0.9516 -0.9162  -0.58
C22 -0.5875 -0.7360 -1.8432  -0.27
C23 -0.4548 -1.1209 -3.1755  -0.05
C24 -1.4914 -0.9235 -4.0761  -0.09
C25 -2.6785 -0.3349 -3.6518  -0.10
C26 -2.8156 0.0481 -2.3244  -0.08
C27 -1.7735 -0.1476 -1.4259  -0.08
H20 -0.9041 -7.1221 -1.4918  0.09
H21 1.4645 -6.7382 -0.8564  0.09
H22 2.2810 -4.4481 -0.4688  0.11
H23 -1.6240 -2.9068 -1.2826  0.11
H24 -2.4338 -5.1782 -1.6940  0.10
H25 1.8750 -2.1988 0.0607  0.10
H26 0.4717 -1.5834 -3.4973  0.12
H27 -1.3709 -1.2245 -5.1098  0.10
H28 -3.4906 -0.1797 -4.3514  0.09
H29 -3.7297 0.5204 -1.9837  0.10
H30 -1.8917 0.1262 -0.3876  0.09
Cl1 0.7804 4.2319 2.0077  0.05
Ge1 1.8817 2.2011 2.5442  -0.04
Cl2 1.5190 2.3072 4.7462  -0.06
Cl3 3.9465 3.0637 2.4600  -0.07

The expectation value of S² is 0.78. For the energy above the lowest of the compared OMol25 structures with the same formula, charge and spin, the calculation gives 256.8 kJ/mol. The HOMO energy (alpha / beta) comes out at -4.6 / -4.4 eV. The spin multiplicity is 2. The net charge is -1.

---

Record 3
The following is a DFT calculation (ωB97M-V with the def2-TZVPD basis set) of C27H30IN6O3Tl as an isolated structure in a non-equilibrium geometry.

Each line ends with the Löwdin charge.
Positions of all 68 atoms, in Å:
C1 0.7880 0.2181 -4.5646  -0.46
I1 -1.3483 -0.1006 -2.8684  0.53
H1 0.1893 -0.2015 -5.4071  -0.08
H2 1.6071 -0.4756 -4.3371  -0.07
H3 0.9842 1.2782 -4.7667  -0.08
C2 -1.0320 4.2598 0.3388  -0.07
C3 -2.2184 3.9758 -0.2261  -0.06
N1 -2.2171 2.6167 -0.5040  -0.13
C4 -1.0131 2.0535 -0.1790  -0.28
N2 -0.3065 3.0770 0.3881  -0.13
H4 -0.6537 5.1803 0.7567  0.11
H5 -3.0789 4.5947 -0.4191  0.11
C5 2.0703 -3.5652 0.6030  -0.07
C6 0.7228 -1.9194 -0.2192  -0.24
N3 1.7098 -2.2275 0.6874  -0.14
H6 1.2326 -5.1393 -0.6964  0.11
N4 0.4578 -3.1260 -0.8277  -0.13
H7 2.8217 -3.9989 1.2361  0.11
Tl1 -0.5815 -0.1310 -0.2687  0.46
C7 1.5315 0.9401 -2.5581  -0.28
O1 2.5697 1.4165 -2.4624  -0.01
C8 1.2919 -4.1270 -0.3435  -0.06
C9 -0.5848 -3.3902 -1.7927  -0.09
H8 -1.5752 -3.4550 -1.3104  0.09
H9 -0.3639 -4.3483 -2.2830  0.08
H10 -0.6288 -2.5869 -2.5512  -0.03
C10 2.3312 -1.3249 1.6318  -0.03
H11 3.4224 -1.4720 1.6104  0.08
H12 1.9849 -1.5286 2.6602  0.09
H13 2.0981 -0.2802 1.3776  0.08
C11 0.9580 2.9433 1.0856  -0.05
H14 1.3421 3.9537 1.2839  0.08
H15 1.6865 2.3883 0.4715  0.08
H16 0.8303 2.4193 2.0519  0.09
C12 -3.3871 1.9120 -0.9792  -0.11
H17 -3.1650 1.4248 -1.9485  -0.06
H18 -4.1876 2.6514 -1.1156  0.08
H19 -3.7113 1.1366 -0.2640  0.09
O2 -1.9169 1.7713 2.5475  0.02
C13 -1.6416 0.6443 2.9189  -0.55
N5 -1.7346 0.1739 4.2328  0.12
C14 -1.1727 -1.1311 4.4131  -0.30
C15 -1.0003 -1.5281 2.9140  -0.45
O3 -0.7247 -2.6805 2.5236  0.01
N6 -1.1880 -0.4246 2.1421  0.06
C16 0.2286 -1.0437 5.0280  -0.17
C17 0.9704 -2.2279 5.1469  -0.07
C18 2.2490 -2.1922 5.7205  -0.17
C19 2.7811 -0.9750 6.1579  -0.24
C20 2.0418 0.1989 6.0192  -0.22
C21 0.7639 0.1671 5.4601  -0.07
C22 -2.1587 -2.0270 5.1548  -0.13
C23 -1.9078 -2.4602 6.4633  -0.05
C24 -2.8751 -3.2137 7.1394  -0.13
C25 -4.0931 -3.5150 6.5202  -0.12
C26 -4.3398 -3.0678 5.2141  -0.10
C27 -3.3711 -2.3228 4.5388  -0.02
H20 -2.0670 0.7829 4.9476  0.13
H21 0.5339 -3.1741 4.7894  0.12
H22 2.8070 -3.1297 5.8218  0.06
H23 3.7732 -0.9541 6.6035  0.05
H24 2.4426 1.1474 6.3471  0.04
H25 0.1848 1.0818 5.3621  0.09
H26 -0.9696 -2.2182 6.9681  0.10
H27 -2.6784 -3.5631 8.1568  0.08
H28 -4.8578 -4.0981 7.0424  0.09
H29 -5.2741 -3.2869 4.7075  0.09
H30 -3.5524 -1.9697 3.5248  0.12

The HOMO energy (alpha / beta) comes out at 2.5 / 0.7 eV. The spin multiplicity is 1. The net charge is -2.

---

Values for E, eV, ordered as above
-114556.057; -166354.083; -56356.418